Molecular formula: C4H4Cl2N3O2
Method: DFT, the ωB97M-V functional and the def2-TZVPD basis

Last column: Löwdin charge in e.
Cartesian coordinates (Å):
C -0.36 -0.59 -1.25  -0.09
C 0.98 -0.70 -1.25  -0.01
C 1.04 -0.35 1.17  -0.66
C -1.07 -0.57 -0.04  -0.68
N 1.64 -0.52 0.00  0.10
N -0.32 -0.50 1.17  0.08
N -1.21 1.85 -0.19  -0.26
O -1.91 2.41 -0.93  0.16
O -0.60 2.13 0.80  0.07
Cl 1.87 -0.02 2.63  0.89
Cl -2.71 -1.03 0.05  0.81
H -0.90 -0.60 -2.12  0.11
H 1.69 -0.79 -2.18  0.18
H 2.62 -0.29 0.10  0.16
H -0.76 -0.43 2.05  0.14

Properties
ΔE to the lowest compared entry with this formula, charge and spin: 68.8 kcal per mole
LUMO energy (alpha / beta): -4.832 / -4.836 eV
Charge: +1
Calculated total energy: -37811.05804 eV
HOMO-LUMO gap (alpha / beta): 8.41 / 6.92 eV
Highest occupied orbital energy (alpha / beta): -13.2 / -11.8 eV

Molecular formula: C4H4Cl2O3P
Method: DFT, the ωB97M-V functional and the def2-TZVPD basis

Last column: Löwdin charge in e.
Cartesian coordinates (Å):
C 1.01 0.03 -0.22  -0.34
C 2.09 -0.44 0.31  -1.17
C 0.77 1.54 -0.22  -0.63
C -1.42 -0.66 -1.25  -0.26
O 1.48 2.43 -0.63  0.04
O -0.51 1.70 0.12  -0.11
O -2.22 0.18 1.15  -0.26
P -0.89 -0.15 0.29  0.61
Cl 2.30 -2.14 0.36  0.57
Cl 3.44 0.26 1.21  0.55
H -0.71 -0.97 -2.00  -0.04
H -2.23 -1.41 -1.08  -0.03
H -2.81 0.19 0.41  0.00
H -0.31 -0.57 1.54  0.06

Properties
LUMO energy: 3.190 eV
Charge: -1
Calculated total energy: -44688.17680 eV
HOMO-LUMO gap: 7.27 eV
Highest occupied orbital energy: -4.1 eV

Molecular formula: C4H4Cl2SSi
Method: DFT, the ωB97M-V functional and the def2-TZVPD basis

Last column: Löwdin charge in e.
Cartesian coordinates (Å):
C -2.08 0.08 -0.19  -0.21
C -0.92 -0.59 0.29  -0.24
C -1.79 1.25 -0.80  -0.39
C 0.19 0.16 0.03  -0.62
Si 2.47 -0.59 0.62  -0.12
S -0.08 1.67 -0.63  0.92
Cl 3.53 1.08 1.00  0.29
Cl 3.30 -1.54 -1.00  0.22
H -3.15 -0.13 -0.22  0.11
H -1.11 -1.57 0.73  0.09
H -2.38 1.91 -1.23  0.00
H 2.01 -1.74 1.39  -0.07

Properties
ΔE to the lowest compared entry with this formula, charge and spin: 5.0 kcal per mole
LUMO energy: 0.318 eV
Calculated total energy: -47970.76323 eV
HOMO-LUMO gap: 9.03 eV
Highest occupied orbital energy: -8.7 eV

Which of these has the highest calculated total energy? C4H4Cl2N3O2

calculated total energy of number 3 (C4H4Cl2SSi)? -47970.76323 eV